This record from the OMol25 dataset describes a 9-piece molecular cluster, C34H77N10O16S3 overall. The level of theory is ωB97M-V/def2-TZVPD.

```
140
Properties=species:S:1:pos:R:3:lowdin_charge:R:1
C -1.70 -4.61 2.49 -0.109
C -1.54 -3.00 2.80 -0.233
N -1.43 -2.20 1.51 -0.127
C -1.55 -0.70 1.83 -0.206
C -0.07 -0.01 2.16 -0.184
S 0.20 1.30 0.80 0.707
O 0.45 0.45 -0.51 -0.439
O -1.07 2.22 0.65 -0.474
N 1.52 2.39 1.17 -0.363
S 2.35 2.89 -0.32 0.676
O 1.27 3.23 -1.43 -0.451
O 3.22 1.69 -0.75 -0.422
C 3.29 4.49 -0.02 -0.265
C 4.86 4.47 -0.47 -0.219
C 5.15 3.94 -1.99 -0.231
C 5.60 5.10 -3.06 -0.216
S 5.43 4.31 -4.79 0.796
O 6.29 5.02 -5.87 -0.392
O 5.95 2.83 -4.59 -0.382
O 3.77 4.18 -5.17 -0.226
C -2.71 -2.47 0.69 -0.273
C -2.69 -3.00 -0.88 -0.026
O -3.94 -2.26 1.22 -0.067
H -2.81 -4.92 2.73 0.080
H -0.91 -5.23 3.12 0.079
H -1.49 -4.90 1.35 0.076
H -0.58 -2.82 3.44 0.125
H -2.48 -2.59 3.36 0.118
H -2.33 -0.48 2.68 0.139
H -2.01 -0.21 0.84 0.129
H 0.78 -0.84 2.02 0.119
H -0.02 0.43 3.24 0.109
H 2.71 5.42 -0.47 0.122
H 3.28 4.67 1.16 0.111
H 5.26 5.59 -0.42 0.114
H 5.46 3.88 0.37 0.120
H 6.05 3.17 -1.92 0.135
H 4.26 3.35 -2.48 0.109
H 6.72 5.48 -2.86 0.120
H 4.86 6.02 -2.92 0.121
H 3.51 5.02 -5.65 0.116
H -1.75 -2.56 -1.45 0.096
H -3.63 -2.51 -1.40 0.088
H -2.71 -4.19 -0.95 0.073
C -8.06 -3.32 4.63 -0.337
O -7.64 -4.46 4.75 -0.012
N -7.92 -2.53 3.51 -0.204
C -8.45 -1.18 3.45 -0.061
C -7.22 -3.06 2.36 -0.049
H -8.61 -2.82 5.45 0.124
H -9.17 -1.13 2.63 0.086
H -7.63 -0.49 3.27 0.089
H -8.95 -0.91 4.38 0.081
H -7.74 -3.96 2.01 0.087
H -6.20 -3.33 2.65 0.085
H -7.19 -2.32 1.55 0.091
C -3.91 -6.96 0.53 -0.329
O -2.98 -6.39 -0.02 -0.028
N -3.83 -8.16 1.20 -0.198
C -4.99 -8.76 1.83 -0.061
C -2.56 -8.84 1.28 -0.037
H -4.93 -6.53 0.53 0.138
H -4.79 -8.87 2.90 0.091
H -5.17 -9.74 1.39 0.089
H -5.88 -8.14 1.70 0.087
H -1.84 -8.19 1.78 0.092
H -2.21 -9.06 0.27 0.079
H -2.66 -9.78 1.84 0.092
C -4.84 2.18 1.47 -0.316
O -5.72 1.64 2.13 -0.018
N -4.97 2.64 0.18 -0.200
C -3.88 3.27 -0.53 -0.059
C -6.25 2.49 -0.49 -0.061
H -3.83 2.35 1.88 0.131
H -4.18 4.28 -0.81 0.083
H -3.66 2.69 -1.43 0.096
H -2.98 3.32 0.09 0.059
H -7.02 3.01 0.08 0.085
H -6.50 1.42 -0.53 0.087
H -6.20 2.89 -1.50 0.083
C 3.52 -0.27 4.72 -0.334
O 2.59 0.52 4.82 0.005
N 4.35 -0.40 3.63 -0.208
C 5.43 -1.35 3.59 -0.076
C 4.13 0.46 2.48 -0.050
H 3.78 -0.97 5.54 0.122
H 6.38 -0.82 3.45 0.084
H 5.27 -2.04 2.75 0.088
H 5.48 -1.93 4.52 0.078
H 4.22 1.50 2.79 0.091
H 3.12 0.29 2.10 0.069
H 4.86 0.24 1.70 0.090
C 1.62 1.38 -8.67 -0.333
O 0.98 2.42 -8.54 -0.001
N 2.92 1.18 -8.26 -0.205
C 3.60 -0.08 -8.45 -0.069
C 3.63 2.27 -7.63 -0.050
H 1.17 0.49 -9.14 0.124
H 3.90 -0.47 -7.48 0.093
H 4.48 0.08 -9.07 0.086
H 2.95 -0.81 -8.94 0.080
H 3.09 2.57 -6.73 0.079
H 3.67 3.12 -8.32 0.095
H 4.65 1.96 -7.37 0.092
C -3.02 -8.93 -2.51 -0.323
O -2.60 -10.07 -2.39 -0.004
N -2.88 -8.14 -3.63 -0.200
C -3.41 -6.79 -3.69 -0.058
C -2.18 -8.67 -4.78 -0.053
H -3.57 -8.43 -1.69 0.110
H -4.13 -6.73 -4.51 0.087
H -2.59 -6.09 -3.87 0.094
H -3.91 -6.52 -2.76 0.078
H -2.70 -9.57 -5.13 0.090
H -1.17 -8.93 -4.49 0.093
H -2.15 -7.93 -5.59 0.087
C -1.48 4.03 4.84 -0.337
O -1.06 2.89 4.96 0.000
N -1.34 4.82 3.72 -0.204
C -1.87 6.17 3.66 -0.079
C -0.64 4.29 2.57 -0.065
H -2.03 4.53 5.66 0.120
H -2.59 6.23 2.84 0.084
H -1.05 6.87 3.48 0.082
H -2.37 6.44 4.59 0.076
H -1.16 3.39 2.23 0.046
H 0.38 4.03 2.86 0.078
H -0.61 5.03 1.76 0.094
C 8.35 5.71 0.33 -0.321
O 8.32 5.57 -0.88 0.001
N 8.80 6.83 1.00 -0.209
C 8.80 6.91 2.45 -0.067
C 9.27 7.96 0.24 -0.052
H 8.01 4.91 1.01 0.130
H 8.17 7.75 2.75 0.089
H 9.82 7.08 2.79 0.087
H 8.41 5.99 2.89 0.086
H 8.47 8.32 -0.42 0.093
H 10.12 7.65 -0.38 0.093
H 9.59 8.77 0.90 0.086
```

Values from the calculation:
M	978.2	g/mol
total charge	-1

---

This record from the OMol25 dataset describes a 11-piece molecular cluster, C34H77N9O11 overall. The level of theory is ωB97M-V/def2-TZVPD.

```
131
Properties=species:S:1:pos:R:3:lowdin_charge:R:1
C -2.78 -6.58 0.21 -0.102
C -3.00 -5.12 0.60 -0.264
N -4.34 -4.81 1.09 -0.183
C -4.31 -3.48 1.68 -0.276
C -3.98 -2.34 0.71 -0.076
C -4.90 -5.80 2.02 -0.247
C -6.42 -5.67 2.18 -0.085
H -3.52 -6.94 -0.50 0.076
H -2.71 -7.26 1.06 0.065
H -1.81 -6.68 -0.29 0.073
H -2.21 -4.89 1.35 0.119
H -2.78 -4.48 -0.26 0.092
H -5.31 -3.24 2.06 0.095
H -3.67 -3.42 2.58 0.120
H -4.32 -1.42 1.20 0.079
H -2.91 -2.36 0.53 0.044
H -4.47 -2.49 -0.25 0.053
H -4.46 -5.57 3.01 0.117
H -4.67 -6.80 1.70 0.096
H -7.02 -6.15 1.41 0.070
H -6.70 -4.62 2.15 0.054
H -6.69 -6.07 3.15 0.071
C 0.53 4.24 -5.06 -0.078
C 2.00 4.46 -4.79 -0.252
N 2.45 4.39 -3.41 -0.183
C 1.76 5.34 -2.55 -0.266
C 2.38 5.46 -1.16 -0.091
C 2.41 3.05 -2.85 -0.247
C 3.29 2.03 -3.61 -0.074
H -0.08 4.93 -4.48 0.068
H 0.15 3.24 -4.83 0.042
H 0.35 4.43 -6.12 0.080
H 2.60 3.72 -5.34 0.094
H 2.39 5.39 -5.23 0.117
H 1.69 6.32 -3.01 0.122
H 0.73 5.01 -2.31 0.102
H 1.91 6.28 -0.62 0.062
H 2.26 4.58 -0.53 0.058
H 3.44 5.70 -1.27 0.077
H 1.36 2.70 -2.85 0.096
H 2.83 2.98 -1.85 0.100
H 3.12 1.02 -3.22 0.067
H 4.32 2.33 -3.41 0.076
H 3.11 1.98 -4.68 0.049
O -0.67 1.00 -2.42 0.105
C -1.56 1.64 -2.89 -0.466
C -2.37 2.75 -2.27 -0.055
C -3.55 2.97 -3.23 -0.129
C -3.06 2.28 -4.52 -0.143
O -2.12 1.31 -4.08 -0.017
H -2.74 2.43 -1.30 0.129
H -1.82 3.66 -2.01 0.109
H -4.47 2.55 -2.84 0.112
H -3.77 4.02 -3.42 0.115
H -3.86 1.85 -5.11 0.126
H -2.57 3.02 -5.16 0.120
O -1.26 1.09 1.04 0.078
C -0.44 0.26 0.73 -0.451
C 0.99 0.51 0.32 -0.079
C 1.44 -0.88 -0.01 -0.155
C 0.17 -1.55 -0.44 -0.140
O -0.85 -1.01 0.45 0.012
H 0.94 1.26 -0.47 0.118
H 1.52 1.00 1.14 0.108
H 2.27 -0.92 -0.73 0.123
H 1.97 -1.32 0.84 0.096
H -0.06 -1.21 -1.45 0.105
H 0.15 -2.63 -0.52 0.130
C -3.40 -1.55 -2.86 0.010
C -3.23 -3.02 -3.17 -0.572
N -4.21 -3.84 -2.71 0.166
O -2.27 -3.42 -3.80 0.032
H -2.75 -1.05 -3.57 0.051
H -3.07 -1.34 -1.84 0.076
H -4.42 -1.22 -3.04 0.089
H -4.24 -4.81 -2.97 0.112
H -5.10 -3.45 -2.44 0.097
C 3.28 1.96 4.11 0.005
C 3.32 0.47 3.88 -0.574
N 3.78 -0.31 4.86 0.195
O 2.96 -0.02 2.80 -0.010
H 3.19 2.21 5.17 0.076
H 2.44 2.41 3.60 0.072
H 4.23 2.40 3.80 0.090
H 3.85 -1.29 4.61 0.086
H 4.12 0.06 5.73 0.111
C 0.44 0.55 -5.90 -0.013
C 0.21 -0.93 -5.81 -0.588
N -0.25 -1.42 -4.64 0.181
O 0.46 -1.66 -6.77 0.016
H 1.26 0.75 -6.58 0.086
H 0.65 1.01 -4.94 0.050
H -0.47 0.98 -6.33 0.085
H -0.52 -2.39 -4.56 0.082
H -0.73 -0.79 -4.02 0.046
C 1.86 -3.59 3.59 -0.005
C 2.48 -4.07 4.89 -0.605
N 3.81 -4.09 5.03 0.162
O 1.72 -4.41 5.80 0.003
H 0.85 -3.21 3.75 0.078
H 1.77 -4.40 2.86 0.083
H 2.46 -2.78 3.17 0.048
H 4.07 -4.43 5.94 0.111
H 4.49 -3.76 4.35 0.046
C -0.55 6.51 1.77 -0.006
C -0.75 5.17 1.12 -0.594
N -0.53 4.05 1.81 0.186
O -1.20 5.11 -0.04 -0.016
H -1.48 7.07 1.88 0.083
H -0.02 7.11 1.01 0.074
H -0.01 6.48 2.72 0.075
H -0.24 3.97 2.79 0.057
H -0.72 3.22 1.27 0.075
C -0.07 1.79 6.35 0.010
C -0.38 2.23 4.92 -0.568
N -1.17 1.43 4.18 0.191
O -0.01 3.32 4.50 -0.003
H -0.16 2.72 6.91 0.087
H 0.92 1.35 6.44 0.071
H -0.80 1.05 6.68 0.076
H -1.36 1.78 3.25 0.078
H -1.59 0.55 4.42 0.110
C 7.78 -2.39 2.47 0.005
C 6.30 -2.15 2.54 -0.553
N 5.74 -1.25 1.71 0.188
O 5.58 -2.72 3.36 -0.018
H 7.90 -3.38 2.03 0.094
H 8.20 -2.41 3.47 0.088
H 8.30 -1.69 1.81 0.077
H 4.74 -1.14 1.78 0.084
H 6.25 -0.76 1.00 0.108
```

Values from the calculation:
M	788.0	g/mol
total charge	0
SMILES string	CCN(CC)CC.CCN(CC)CC.O=C1CCCO1.O=C1CCCO1.CC(N)=O.CC(N)=O.CC(N)=O.CC(N)=O.CC(N)=O.CC(N)=O.CC(N)=O

---

no.,E_tot (hartree)
1,-4287.3530
2,-2662.3209